Version 1
Below is the ion H2N2O4P with charge -1, with properties calculated with ωB97M-V/def2-TZVPD.

The geometry in XYZ format:
```
9
Properties=species:S:1:pos:R:3:nbo_charge:R:1
N 2.87 -0.85 0.25 0.3524
N -0.26 0.40 0.26 -1.2252
O 3.60 -1.72 -0.15 -0.3909
O 1.26 2.24 -1.06 -1.1344
O 1.82 1.31 1.38 -1.1523
O 2.31 -0.08 -0.75 -0.6284
P 1.25 1.25 0.02 2.4168
H -0.40 0.46 1.26 0.3856
H -1.14 0.52 -0.23 0.3763
```

Computed properties:
Lowest unoccupied orbital energy   4.29 eV
Total charge   -1
SMILES string   N[P@@](=O)([O-])ON=O
Highest occupied orbital energy   -5.48 eV
Gap between HOMO and LUMO   9.77 eV



Version 2
Below is the ion H2N2O4P with charge -1, with properties calculated with ωB97M-V/def2-TZVPD.

The geometry in XYZ format:
```
9
Properties=species:S:1:pos:R:3:nbo_charge:R:1
N -0.53 -0.52 0.89 -0.7158
N 0.98 0.53 -1.15 0.3018
O 1.10 1.43 -0.33 -0.4809
O -0.11 -1.88 -1.23 -1.1318
O 1.55 0.49 -2.21 -0.4298
O -0.76 0.46 2.04 -0.6270
P -0.58 -0.50 -0.94 1.2747
H -1.30 -1.26 1.18 0.3453
H -0.35 1.26 1.74 0.4633
```

Computed properties:
Lowest unoccupied orbital energy   4.17 eV
Total charge   -1
Highest occupied orbital energy   -3.69 eV
Gap between HOMO and LUMO   7.86 eV



Relative energies, in kJ/mol, with the most stable structure set to zero: version 1 0.0; version 2 437.9.